[1]
DFT (wB97M-V/def2-TZVPD) results for the molecule C4H6N2 at a distorted geometry.

SMILES: C1=NN[C@@H]2C[C@H]12
Kohn-Sham gap (eV): 9.41
LUMO (Eh): 0.038

Each line ends with the Mulliken charge.
Geometry (Å):
C -1.3046 0.8376 -0.0582  -0.094
N -1.7681 -0.3030 0.2432  -0.589
N -0.7440 -1.1763 -0.1195  -0.144
C 0.5685 -0.6491 -0.5465  -0.137
C 1.1023 0.1211 0.6123  -0.460
C 0.0757 0.8430 -0.3097  -0.217
H -1.7673 1.8149 -0.0940  0.368
H -0.6651 -1.9999 0.2867  0.237
H 1.1801 -1.2761 -1.3197  0.305
H 2.1514 0.6741 0.5363  0.251
H 0.6249 -0.7033 1.5188  0.197
H 0.5462 1.8170 -0.7496  0.283



[2]
DFT (wB97M-V/def2-TZVPD) results for the molecule C4H6N2 at a distorted geometry.

Kohn-Sham gap (eV): 9.60
LUMO (Eh): 0.026

Each line ends with the Mulliken charge.
Geometry (Å):
C -1.1672 0.7969 -0.2092  -1.307
C 0.0598 0.1015 0.3336  0.335
N 0.3808 -1.0481 -0.5032  -0.180
C 0.8008 -2.2240 -0.1146  -0.306
C 1.2231 1.0032 0.3319  0.177
N 2.0689 1.7897 0.3444  -0.398
H -0.9898 1.0877 -1.2487  0.346
H -2.0077 0.1013 -0.1772  0.355
H -1.3831 1.6778 0.3895  0.362
H -0.0950 -0.2469 1.3648  0.260
H 0.5370 -0.8325 -1.4779  0.222
H 0.5723 -2.2066 0.9666  0.134



[3]
DFT (wB97M-V/def2-TZVPD) results for a cluster of 2 separate species, C4H6N2 in total at a distorted geometry.

Kohn-Sham gap (alpha / beta) (eV): 7.54 / 7.55
LUMO (alpha / beta) (Eh): -0.015 / -0.015

Each line ends with the Mulliken charge.
Geometry (Å):
C 0.7622 1.2853 1.1689  0.604
C 1.6906 1.0339 2.0321  -0.865
C -0.1818 -0.5289 -0.7224  0.616
C -1.5500 -0.2949 -1.2069  -0.893
N 0.6118 -1.4868 -0.8438  -0.564
N -0.2213 1.2136 0.4575  -0.525
H 2.6078 1.6067 2.1329  0.262
H 1.5580 0.0178 2.4509  0.211
H -2.2720 -0.1582 -0.3519  0.275
H -1.7104 -1.1160 -1.9566  0.336
H -1.6217 0.7296 -1.7385  0.270
H 0.3268 -2.3019 -1.4224  0.273



[4]
DFT (wB97M-V/def2-TZVPD) results for the molecule C4H6N2.

Kohn-Sham gap (alpha / beta) (eV): 7.74 / 7.74
LUMO (alpha / beta) (Eh): 0.008 / 0.007

Each line ends with the Mulliken charge.
Geometry (Å):
C -0.7661 1.0687 -0.3327  -0.759
C -0.7484 -0.3148 0.0269  -0.061
N 0.0177 -1.2875 -0.6645  -0.320
C 1.2559 -1.0045 0.0310  -0.871
C 1.6649 0.3032 -0.0837  0.734
N 1.6301 1.4619 -0.3296  -0.642
H -0.5726 1.3573 -1.3583  0.339
H -1.8077 0.0602 -0.4949  0.223
H -1.1933 1.7981 0.3475  0.339
H -0.9995 -0.5840 1.0496  0.356
H 0.0525 -1.1235 -1.6674  0.310
H 1.6485 -1.7331 0.7242  0.350



[5]
DFT (wB97M-V/def2-TZVPD) results for a cluster of 2 separate species, C4H6N2 in total.

SMILES: CC#N.CC#N
Kohn-Sham gap (eV): 12.34
LUMO (Eh): 0.031

Each line ends with the Mulliken charge.
Geometry (Å):
C -0.0998 -1.8611 1.4390  -0.737
C -0.6949 -1.4161 0.1821  0.336
N -1.1656 -1.0612 -0.8019  -0.408
H 0.9026 -1.4505 1.5419  0.274
H -0.0234 -2.9468 1.3926  0.273
H -0.7474 -1.5224 2.2439  0.263
C -0.1081 1.9940 -1.1044  -0.761
C 1.0546 1.1749 -0.7689  0.324
N 1.9848 0.5608 -0.4936  -0.427
H -0.4508 1.7151 -2.1000  0.265
H 0.2615 3.0186 -1.1252  0.321
H -0.9135 1.7947 -0.4055  0.278



[6]
DFT (wB97M-V/def2-TZVPD) results for the molecule C4H6N2.

SMILES: CC1=CN=NC1
Kohn-Sham gap (eV): 9.97
LUMO (Eh): 0.023

Each line ends with the Mulliken charge.
Geometry (Å):
C -1.5947 -0.3309 -0.0397  -1.124
C -0.1552 0.0875 0.0062  0.792
C 0.3594 1.3284 0.0488  -0.615
N 1.7681 1.3057 0.2012  -0.264
N 2.1752 0.1222 0.3119  -0.308
C 1.0530 -0.7787 0.0389  -0.427
H -2.2278 0.4336 0.4229  0.321
H -1.9465 -0.4762 -1.0671  0.264
H -1.7635 -1.2690 0.5008  0.307
H -0.1377 2.2872 -0.0131  0.450
H 1.0385 -1.7351 0.5661  0.372
H 1.4312 -0.9747 -0.9769  0.233



[7]
DFT (wB97M-V/def2-TZVPD) results for the molecule C4H6N2 at a distorted geometry.

SMILES: N#CCN1CC1
Kohn-Sham gap (eV): 10.77
LUMO (Eh): 0.035

Each line ends with the Mulliken charge.
Geometry (Å):
N 2.1347 1.5998 -1.0087  -0.392
C 1.6538 0.6058 -0.6623  0.332
C 1.0805 -0.6691 -0.1822  -0.424
N -0.1409 -0.5822 0.6120  -0.272
C -1.3995 -0.3797 -0.0812  -0.315
C -0.8317 0.6848 0.7811  -0.452
H 0.9014 -1.3119 -1.0521  0.292
H 1.8529 -1.1558 0.4238  0.258
H -2.2176 -1.0047 0.2705  0.232
H -1.3775 -0.2162 -1.1597  0.264
H -0.4275 1.5657 0.2812  0.258
H -1.2287 0.8634 1.7774  0.220



[8]
DFT (wB97M-V/def2-TZVPD) results for the molecule C4H6N2 at a distorted geometry.

SMILES: C/N=C(\C)C#N
Kohn-Sham gap (eV): 10.79
LUMO (Eh): 0.019

Each line ends with the Mulliken charge.
Geometry (Å):
C -1.4757 -1.0262 0.0106  -0.725
N -1.0710 0.3377 0.2258  -0.446
C 0.1486 0.6805 0.1535  0.780
C 1.4091 -0.1552 0.1099  -1.162
C 0.3062 2.1128 -0.0771  0.158
N 0.3450 3.2074 -0.4502  -0.414
H -2.0003 -0.9843 -0.9498  0.265
H -0.6720 -1.7684 -0.0685  0.291
H -2.2072 -1.3339 0.7603  0.251
H 1.7468 -0.2826 -0.9263  0.277
H 1.2611 -1.1434 0.5552  0.378
H 2.2095 0.3557 0.6566  0.346



[9]
DFT (wB97M-V/def2-TZVPD) results for the molecule C4H6N2.

Kohn-Sham gap (eV): 6.64
LUMO (Eh): 0.005

Each line ends with the Mulliken charge.
Geometry (Å):
N -1.4429 -0.2082 1.4019  -0.318
C -0.3484 -0.0727 0.1928  0.260
C -1.3880 -0.8229 0.0671  -0.241
C 1.0418 -0.2508 -1.8496  -1.015
C 1.6201 0.4817 -0.9047  -0.144
N 0.7764 0.6035 0.3128  -0.193
H -2.0855 0.5594 1.5761  0.267
H -1.2183 -0.7594 2.2281  0.257
H -1.9899 -1.5457 -0.4502  0.351
H 1.7046 -0.4070 -2.7151  0.146
H 2.5838 0.9751 -0.7353  0.341
H 0.7464 1.4469 0.8760  0.289



[10]
DFT (wB97M-V/def2-TZVPD) results for a structure of composition C4H6N2 at a distorted geometry.

Kohn-Sham gap (eV): 9.56
LUMO (Eh): 0.043

Each line ends with the Mulliken charge.
Geometry (Å):
C -1.4141 -0.7279 -0.2187  -0.375
C -1.4882 0.5918 -0.3283  -0.475
C 1.2847 -0.3192 -0.2953  -0.246
C -0.0301 -0.5600 0.3783  0.039
N 1.0034 1.1715 -0.1727  -0.498
N -0.3418 0.8534 0.4252  -0.149
H -1.9690 -1.6490 -0.4223  0.370
H -2.1217 1.3864 -0.5453  0.400
H 2.1092 -0.6015 0.2893  0.232
H 1.5188 -0.8112 -1.3055  0.212
H -0.1167 -1.1605 1.6485  0.190
H 1.5656 1.8262 0.5467  0.300



[11]
DFT (wB97M-V/def2-TZVPD) results for the molecule C4H6N2 at a distorted geometry.

SMILES: C1=CN1N1CC1
Kohn-Sham gap (eV): 9.49
LUMO (Eh): 0.048

Each line ends with the Mulliken charge.
Geometry (Å):
C 1.6681 -0.2999 -1.3138  -0.158
C 1.1047 0.8183 -1.6065  -0.211
N 0.9028 0.3379 -0.2304  -0.334
N -0.4120 -0.2887 -0.0894  -0.214
C -0.6485 -0.8044 1.2387  -0.410
C -1.2921 0.4449 0.7902  -0.406
H 2.2034 -1.1950 -1.4923  0.335
H 0.7901 1.6167 -2.2257  0.330
H 0.1590 -0.7274 1.9564  0.311
H -1.2177 -1.7228 1.2742  0.225
H -2.3327 0.4427 0.4973  0.228
H -0.9252 1.3776 1.2013  0.303



[12]
DFT (wB97M-V/def2-TZVPD) results for the molecule C4H6N2 at a distorted geometry.

SMILES: C1=NN2C[C@@H]2C1
Kohn-Sham gap (eV): 10.16
LUMO (Eh): 0.038

Each line ends with the Mulliken charge.
Geometry (Å):
C -0.4764 -1.5106 -0.1424  -0.238
N -1.6642 -0.9963 0.0064  -0.453
N -1.5177 0.2807 0.5068  -0.239
C -0.9103 1.2066 -0.4857  -0.428
C -0.1142 0.6213 0.6028  -0.083
C 0.6651 -0.7165 0.3350  -0.316
H -0.4273 -2.5173 -0.5256  0.443
H -1.1752 2.2029 -0.4188  0.284
H -0.7305 0.8793 -1.4469  0.246
H 0.1733 1.0194 1.6125  0.265
H 1.0944 -1.1149 1.3492  0.294
H 1.3599 -0.6319 -0.5668  0.226



[13]
DFT (wB97M-V/def2-TZVPD) results for the molecule C4H6N2.

Kohn-Sham gap (eV): 7.67
LUMO (Eh): 0.028

Each line ends with the Mulliken charge.
Geometry (Å):
C -1.7877 -0.2646 -0.3624  -0.996
C -0.4438 -0.1960 -0.2866  0.555
C 0.7286 -0.9821 -0.3892  -0.781
C 1.7619 -0.2660 0.2148  -0.076
N 1.4832 0.9273 0.7251  -0.869
N 0.0620 1.0451 0.4049  0.122
H -2.3748 0.6497 -0.4195  0.250
H -2.3054 -1.2064 -0.4458  0.267
H -0.5524 1.0049 1.2140  0.415
H 0.7866 -1.9492 -0.8622  0.366
H 2.7999 -0.5865 0.2850  0.428
H -0.0807 1.9347 -0.0784  0.319



[14]
DFT (wB97M-V/def2-TZVPD) results for the molecule C4H6N2 at a distorted geometry.

SMILES: C[C@H]1N[C@H]1C#N
Kohn-Sham gap (eV): 10.94
LUMO (Eh): 0.034

Each line ends with the Mulliken charge.
Geometry (Å):
C 1.0465 -1.0856 0.2368  -1.090
C 0.5196 0.3177 0.4356  0.200
N 0.3047 1.3319 -0.5895  -0.611
C -0.8538 0.8390 0.1631  -0.039
C -1.8856 0.0858 -0.5106  0.104
N -2.7497 -0.4646 -1.0505  -0.411
H 1.4410 -1.2520 -0.7692  0.314
H 1.8996 -1.1894 0.9416  0.311
H 0.3158 -1.8640 0.4665  0.300
H 0.9277 0.7905 1.3414  0.311
H 0.2999 0.9212 -1.5229  0.265
H -1.2656 1.5695 0.8579  0.346



[15]
DFT (wB97M-V/def2-TZVPD) results for the molecule C4H6N2 at a distorted geometry.

Kohn-Sham gap (eV): 8.72
LUMO (Eh): 0.022

Each line ends with the Mulliken charge.
Geometry (Å):
N 2.9727 -1.1071 -0.9849  -0.433
C 2.1055 -0.7843 -0.2897  0.076
C 0.9934 -0.2181 0.4640  -0.009
C 0.7092 1.1917 0.0193  -0.419
C -1.5995 0.0401 0.0011  -0.820
N -0.1924 -0.0182 -0.3914  -0.088
H 0.8106 -0.6706 1.4382  0.365
H -1.6668 0.5616 0.9546  0.293
H 0.1111 1.6433 0.8306  0.128
H -2.0701 0.6687 -0.7600  0.342
H -2.1077 -0.9249 0.0495  0.298
H -0.0660 -0.3821 -1.3314  0.268



[16]
DFT (wB97M-V/def2-TZVPD) results for the molecule C4H6N2 at a distorted geometry.

Kohn-Sham gap (eV): 8.03
LUMO (Eh): 0.024

Each line ends with the Mulliken charge.
Geometry (Å):
C -0.1414 -0.4285 -0.9778  0.222
C -0.5947 -1.4661 -1.7393  -0.170
C 0.7883 0.8516 0.7590  -0.024
C 0.0749 1.3376 2.0128  -0.949
N 0.2268 0.0770 0.0002  0.002
N -0.0034 -1.8537 -2.7754  -0.633
H -1.6721 -1.6388 -1.3602  0.235
H 1.8972 1.1857 0.6563  0.301
H -0.9184 1.1565 1.7034  0.280
H 0.3204 2.3622 2.1206  0.274
H 0.3345 0.9688 3.0288  0.243
H -0.3121 -2.5522 -3.4284  0.221



[17]
DFT (wB97M-V/def2-TZVPD) results for the molecule C4H6N2 at a distorted geometry.

Kohn-Sham gap (alpha / beta) (eV): 9.63 / 7.85
LUMO (alpha / beta) (Eh): 0.016 / -0.002

Each line ends with the Mulliken charge.
Geometry (Å):
N 1.3794 -1.4906 -0.3789  -0.435
C -0.2692 0.0325 0.0888  0.285
C -0.8686 1.1801 -0.5692  -0.478
C -0.3237 1.2762 0.8507  -0.494
C 0.0306 -1.3634 0.0557  0.315
N -0.9065 -2.0550 0.4972  -0.494
H 2.0514 -1.8995 0.2331  0.205
H 1.5513 -1.6036 -1.3637  0.212
H -1.9306 1.0967 -0.7506  0.228
H -0.3006 1.6899 -1.3518  0.211
H 0.5875 1.8633 0.9941  0.212
H -1.0013 1.2732 1.6947  0.232



[18]
DFT (wB97M-V/def2-TZVPD) results for a cluster of 2 separate species, C4H6N2 in total at a distorted geometry.

Kohn-Sham gap (eV): 8.47
LUMO (Eh): -0.025

Each line ends with the Mulliken charge.
Geometry (Å):
N -1.7426 -0.7674 -1.5543  -0.448
C -1.3067 -0.0068 -0.7898  0.318
C -0.8336 0.9824 0.1893  -0.335
C 0.2548 0.3828 1.0549  -0.136
C 0.7713 -1.2674 -0.9966  -0.486
N 1.3087 1.0395 1.2936  -0.636
H -0.4423 1.8597 -0.3338  0.264
H -1.6770 1.3003 0.8145  0.299
H 0.0162 -0.6079 1.4526  0.449
H 1.1416 -1.0376 -2.0139  0.242
H 0.5844 -2.3578 -1.0015  0.204
H 1.9251 0.4802 1.8852  0.265



[19]
DFT (wB97M-V/def2-TZVPD) results for a cluster of 2 separate species, C4H6N2 in total at a distorted geometry.

SMILES: CC#N.CC#N
Kohn-Sham gap (eV): 12.52
LUMO (Eh): 0.030

Each line ends with the Mulliken charge.
Geometry (Å):
C 1.7728 1.2955 -0.0449  -0.762
C 1.7957 -0.1253 0.2581  0.438
N 1.8109 -1.2838 0.3897  -0.400
H 2.2888 1.9087 0.7934  0.234
H 0.7741 1.7720 -0.0848  0.206
H 2.3064 1.7699 -0.8958  0.283
C -1.7837 -1.3066 0.1739  -0.921
C -1.8882 0.1115 0.1485  0.419
N -1.9508 1.2529 0.2565  -0.433
H -1.5097 -1.6301 -0.8098  0.280
H -2.6916 -1.7617 0.2576  0.385
H -1.0837 -1.6376 0.9362  0.271



[20]
DFT (wB97M-V/def2-TZVPD) results for the molecule C4H6N2 at a distorted geometry.

SMILES: C1=NN2C[C@H]2C1
Kohn-Sham gap (eV): 10.60
LUMO (Eh): 0.034

Each line ends with the Mulliken charge.
Geometry (Å):
C 1.1934 -0.6751 0.1038  -0.515
N 0.3499 -1.5207 -0.3989  -0.447
N -0.8968 -0.7767 -0.8373  -0.430
C -1.2510 -0.3675 0.4615  -0.318
C -0.5870 0.5556 -0.3748  -0.119
C 0.8879 0.6945 -0.2228  -0.026
H 2.0553 -0.9639 0.5358  0.577
H -1.1040 -0.7157 1.5055  0.266
H -2.2040 0.0268 0.2969  0.272
H -1.2012 1.5967 -0.6289  0.256
H 1.2379 1.1129 0.7351  0.209
H 1.5195 1.0330 -1.1760  0.277